# 1
The following is a DFT calculation (wB97M-V/def2-TZVPD) of a gas-phase ion, C5H7ClN5 (charge +1) in a non-equilibrium geometry.

Output
charge	+1
energy above the lowest of the compared OMol25 structures with the same formula, charge and spin	26.4	kcal/mol
SMILES	N#C/C=C(Cl)\N=C/NC(N)=[NH2+]
LUMO level (spin up / spin down)	-4.75 / -4.75	eV
total energy	-25263.34394	eV

Geometry (Å):
1 C -0.82853 -2.27360 -0.52274
2 C -0.88679 -0.16611 1.92559
3 C -2.35311 -0.47215 0.10393
4 C -1.91338 -1.37214 -0.81608
5 C 0.52944 0.37741 0.03040
6 N 0.19848 -2.64202 -0.13730
7 N -1.99997 -0.31850 1.39516
8 N 0.36286 -0.13710 1.25650
9 N 1.65896 -0.00056 -0.63896
10 N -0.31271 1.35351 -0.33748
11 Cl -3.80478 0.47922 -0.34696
12 H -1.00005 -0.16659 3.05020
13 H -2.39285 -1.49661 -1.87331
14 H 1.16630 -0.13014 1.86694
15 H 2.01598 0.32418 -1.50178
16 H 2.02846 -0.93740 -0.66870
17 H -0.79586 1.91033 0.36719
18 H -0.17765 1.67114 -1.25902

Mulliken charges, unit e, in atom order: number 1, C, carries 0.376; number 2, C, carries -0.163; number 3, C, carries 0.553; number 4, C, carries -0.428; number 5, C, carries 0.390; number 6, N, carries -0.518; number 7, N, carries -0.361; number 8, N, carries -0.039; number 9, N, carries -0.421; number 10, N, carries -0.276; number 11, Cl, carries -0.132; number 12, H, carries 0.389; number 13, H, carries 0.321; number 14, H, carries 0.268; number 15, H, carries 0.243; number 16, H, carries 0.300; number 17, H, carries 0.283; number 18, H, carries 0.218

# 2
The following is a DFT calculation (wB97M-V/def2-TZVPD) of 2 unconnected molecules or ions with the total composition C6H15N in a non-equilibrium geometry.

Output
energy above the lowest of the compared OMol25 structures with the same formula, charge and spin	29.6	kcal/mol
SMILES	C/C=C(/C)N.CC
LUMO level	1.04	eV
total energy	-7954.48129	eV

Geometry (Å):
1 C -1.01034 2.09000 -1.70734
2 C -1.67693 -1.17816 0.30108
3 C -0.94783 1.09668 -0.57842
4 N -0.35295 1.54615 0.58418
5 C -1.24706 -0.21003 -0.77092
6 H 0.06185 0.77852 1.13156
7 H 0.31264 2.29806 0.46625
8 H -1.64547 -0.46539 -1.74717
9 H -1.97872 2.03756 -2.20069
10 H -0.85700 3.10367 -1.33726
11 H -0.24412 1.87804 -2.45527
12 H -2.76488 -1.22607 0.38861
13 H -1.32899 -2.17960 0.05010
14 H -1.25190 -0.91742 1.26709
15 C 1.87627 -1.31652 1.55493
16 C 1.86856 -0.82292 0.11350
17 H 1.22485 -2.18021 1.66895
18 H 1.52026 -0.54211 2.23540
19 H 2.88061 -1.59634 1.87524
20 H 2.52040 0.04348 -0.00028
21 H 2.27201 -1.59088 -0.54502
22 H 0.76876 -0.64653 -0.29451

Mulliken charges, unit e, in atom order: number 1, C, carries -1.413; number 2, C, carries -1.020; number 3, C, carries 1.025; number 4, N, carries -0.537; number 5, C, carries -0.661; number 6, H, carries 0.104; number 7, H, carries 0.279; number 8, H, carries 0.326; number 9, H, carries 0.325; number 10, H, carries 0.403; number 11, H, carries 0.287; number 12, H, carries 0.338; number 13, H, carries 0.306; number 14, H, carries 0.242; number 15, C, carries -0.961; number 16, C, carries -0.611; number 17, H, carries 0.235; number 18, H, carries 0.313; number 19, H, carries 0.342; number 20, H, carries 0.254; number 21, H, carries 0.341; number 22, H, carries 0.083

# 3
The following is a DFT calculation (wB97M-V/def2-TZVPD) of a molecular structure, C24H27N12O2PPtS3.

Output
charge	+2
energy above the lowest of the compared OMol25 structures with the same formula, charge and spin	0.0	kcal/mol
LUMO level	-5.44	eV
total energy	-92332.09864	eV

Geometry (Å):
1 Pt -1.30579 0.06452 0.38229
2 C 3.43732 1.35036 2.72581
3 N 2.48608 0.99754 1.66984
4 C 2.80404 0.85624 0.34750
5 C 1.64832 0.56725 -0.31427
6 N 0.64248 0.54277 0.60581
7 C 1.15967 0.80433 1.81024
8 P 0.28291 0.87375 3.41436
9 C -0.59444 -0.71489 3.25678
10 N -1.10055 -1.17120 2.11724
11 C -1.67642 -2.38235 2.37701
12 C -1.49832 -2.66459 3.69775
13 N -0.81012 -1.61306 4.23928
14 C -0.40903 -1.51683 5.64108
15 C -1.10741 1.91802 2.88189
16 N -1.76773 1.74665 1.74288
17 C -2.68503 2.74991 1.64530
18 C -2.58044 3.53655 2.75537
19 N -1.58148 3.00711 3.52457
20 C -1.09073 3.59316 4.76999
21 H 4.43904 1.28554 2.31256
22 H 3.35175 0.65448 3.55614
23 H 3.25802 2.36608 3.07081
24 H 3.81078 0.97537 -0.01285
25 H 1.47038 0.40371 -1.36331
26 H -2.14901 -2.96640 1.60990
27 H -1.78160 -3.52099 4.28486
28 H 0.14905 -2.40731 5.91935
29 H -1.29074 -1.42476 6.27119
30 H 0.22417 -0.64443 5.77623
31 H -3.34159 2.84276 0.79692
32 H -3.11675 4.42187 3.05021
33 H -0.42138 4.42348 4.55452
34 H -0.56132 2.83955 5.34597
35 H -1.93757 3.95065 5.34930
36 N -7.67001 -1.52708 -0.01223
37 C -6.44663 -1.13363 -0.34887
38 N -6.15567 -0.90309 -1.63057
39 N -5.56601 -0.98380 0.64615
40 C -4.35468 -0.65205 0.40592
41 N -3.25431 -0.34444 0.20442
42 H -8.40321 -1.64970 -0.68854
43 H -7.88298 -1.65239 0.96274
44 H -6.84389 -1.00221 -2.35763
45 H -5.23642 -0.59292 -1.90036
46 C -0.05823 -3.68090 -1.01301
47 O -0.54400 -2.54876 -0.23835
48 C -0.67053 -1.38986 -0.87487
49 O -0.36884 -1.19535 -2.01383
50 H -0.70509 -4.51931 -0.77359
51 H 0.96073 -3.88838 -0.69727
52 H -0.08968 -3.45531 -2.07355
53 S -3.04589 -0.37336 -6.49993
54 C -2.96250 0.26135 -4.99672
55 S -1.62584 -0.07016 -3.91485
56 C -2.31038 1.00934 -2.74035
57 N -3.44473 1.51889 -3.09511
58 N -3.81450 1.11434 -4.33684
59 C -5.04936 1.65047 -4.83597
60 C -5.38174 2.95659 -4.50077
61 C -6.56825 3.49604 -4.96847
62 C -7.41572 2.73939 -5.76629
63 C -7.07815 1.43248 -6.08147
64 C -5.89564 0.87560 -5.61485
65 S -1.65272 1.68629 -1.26441
66 H -4.71034 3.54296 -3.88981
67 H -6.82529 4.51617 -4.71681
68 H -8.33461 3.16865 -6.14182
69 H -7.73588 0.83445 -6.69789
70 H -5.64335 -0.14631 -5.85215

Mulliken charges, unit e, in atom order: number 1, Pt, carries 0.458; number 2, C, carries -0.810; number 3, N, carries 0.176; number 4, C, carries -0.520; number 5, C, carries -0.525; number 6, N, carries 0.298; number 7, C, carries 0.145; number 8, P, carries -0.360; number 9, C, carries 0.290; number 10, N, carries -0.031; number 11, C, carries -0.648; number 12, C, carries -0.785; number 13, N, carries 0.104; number 14, C, carries -0.913; number 15, C, carries 0.085; number 16, N, carries -0.015; number 17, C, carries -0.582; number 18, C, carries -0.680; number 19, N, carries 0.126; number 20, C, carries -0.895; number 21, H, carries 0.333; number 22, H, carries 0.341; number 23, H, carries 0.335; number 24, H, carries 0.453; number 25, H, carries 0.589; number 26, H, carries 0.591; number 27, H, carries 0.499; number 28, H, carries 0.364; number 29, H, carries 0.349; number 30, H, carries 0.345; number 31, H, carries 0.549; number 32, H, carries 0.486; number 33, H, carries 0.325; number 34, H, carries 0.361; number 35, H, carries 0.364; number 36, N, carries -0.360; number 37, C, carries 0.542; number 38, N, carries -0.233; number 39, N, carries -0.843; number 40, C, carries 0.966; number 41, N, carries 0.399; number 42, H, carries 0.207; number 43, H, carries 0.242; number 44, H, carries 0.212; number 45, H, carries 0.039; number 46, C, carries -0.858; number 47, O, carries -0.330; number 48, C, carries 0.444; number 49, O, carries -0.499; number 50, H, carries 0.267; number 51, H, carries 0.296; number 52, H, carries 0.390; number 53, S, carries -0.242; number 54, C, carries 0.127; number 55, S, carries -0.007; number 56, C, carries 0.278; number 57, N, carries -0.584; number 58, N, carries 0.606; number 59, C, carries 0.522; number 60, C, carries -0.278; number 61, C, carries -0.605; number 62, C, carries -0.458; number 63, C, carries -0.743; number 64, C, carries -0.461; number 65, S, carries -0.257; number 66, H, carries 0.458; number 67, H, carries 0.378; number 68, H, carries 0.406; number 69, H, carries 0.393; number 70, H, carries 0.385

Copy entry 1 word for word.
The following is a DFT calculation (wB97M-V/def2-TZVPD) of a gas-phase ion, C5H7ClN5 (charge +1) in a non-equilibrium geometry.

Output
charge	+1
energy above the lowest of the compared OMol25 structures with the same formula, charge and spin	26.4	kcal/mol
SMILES	N#C/C=C(Cl)\N=C/NC(N)=[NH2+]
LUMO level (spin up / spin down)	-4.75 / -4.75	eV
total energy	-25263.34394	eV

Geometry (Å):
1 C -0.82853 -2.27360 -0.52274
2 C -0.88679 -0.16611 1.92559
3 C -2.35311 -0.47215 0.10393
4 C -1.91338 -1.37214 -0.81608
5 C 0.52944 0.37741 0.03040
6 N 0.19848 -2.64202 -0.13730
7 N -1.99997 -0.31850 1.39516
8 N 0.36286 -0.13710 1.25650
9 N 1.65896 -0.00056 -0.63896
10 N -0.31271 1.35351 -0.33748
11 Cl -3.80478 0.47922 -0.34696
12 H -1.00005 -0.16659 3.05020
13 H -2.39285 -1.49661 -1.87331
14 H 1.16630 -0.13014 1.86694
15 H 2.01598 0.32418 -1.50178
16 H 2.02846 -0.93740 -0.66870
17 H -0.79586 1.91033 0.36719
18 H -0.17765 1.67114 -1.25902

Mulliken charges, unit e, in atom order: number 1, C, carries 0.376; number 2, C, carries -0.163; number 3, C, carries 0.553; number 4, C, carries -0.428; number 5, C, carries 0.390; number 6, N, carries -0.518; number 7, N, carries -0.361; number 8, N, carries -0.039; number 9, N, carries -0.421; number 10, N, carries -0.276; number 11, Cl, carries -0.132; number 12, H, carries 0.389; number 13, H, carries 0.321; number 14, H, carries 0.268; number 15, H, carries 0.243; number 16, H, carries 0.300; number 17, H, carries 0.283; number 18, H, carries 0.218

Question: Which formula does entry 1 have?
Answer: C5H7ClN5

Question: Among the records above, which one has the highest total energy?
Answer: C6H15N

Question: Number 2 is which compound?
Answer: C6H15N